Entry 1:
{"formula": "C4H15N3S", "method": "ωB97M-V/def2-TZVPD", "symbols": ["C", "N", "C", "N", "H", "H", "H", "H", "H", "H", "H", "H", "H", "C", "C", "S", "N", "H", "H", "H", "H", "H", "H"], "coordinates": [[2.199074, -0.046085, 1.429104], [1.630702, -1.379232, 1.156799], [1.093496, 0.967642, 1.157915], [-0.172174, 0.537359, 1.801127], [3.048864, 0.174035, 0.778653], [2.550604, 0.011673, 2.457536], [1.467790, -1.441878, 0.156178], [2.281103, -2.111457, 1.413143], [0.872595, 1.023135, 0.095482], [1.335170, 1.958803, 1.536474], [-1.073183, 0.774388, 1.077594], [-0.113796, -0.488308, 1.892279], [-0.414773, 0.943585, 2.704021], [-0.931522, 0.058280, -2.152956], [-2.308991, 0.556366, -1.750549], [-2.437942, 1.147902, -0.041636], [-0.514949, -1.159096, -1.433852], [-0.170673, 0.829570, -2.011389], [-0.941071, -0.172670, -3.225639], [-2.983848, -0.281023, -1.972330], [-2.625260, 1.362361, -2.413384], [-0.638158, -1.984613, -1.999842], [-1.153056, -1.280739, -0.654727]], "forces_ev_per_angstrom": [[-0.216, -0.338, -0.379], [0.364, 0.287, 0.147], [-0.195, 0.224, 0.669], [-0.482, -0.343, -0.047], [0.058, 0.186, 0.035], [-0.091, -0.060, 0.128], [-0.263, -0.192, -0.092], [-0.033, 0.028, 0.016], [0.021, 0.068, -0.150], [0.145, 0.027, -0.207], [0.128, -0.274, -0.360], [-0.101, 0.210, -0.027], [0.460, 0.045, -0.154], [0.205, -0.148, -0.459], [0.213, -0.283, -0.354], [-0.161, 0.025, 0.379], [0.028, 0.069, 0.381], [-0.090, 0.148, 0.078], [0.037, 0.075, 0.046], [-0.174, 0.127, 0.371], [0.145, 0.099, -0.004], [-0.015, -0.027, -0.239], [0.017, 0.049, 0.224]], "mulliken_charge": [-0.51, -0.57, -0.24, -0.21, 0.33, 0.37, 0.15, 0.23, -0.04, 0.38, -0.14, 0.42, 0.34, -0.51, -0.68, -0.49, -0.46, 0.13, 0.37, 0.30, 0.34, 0.24, 0.22], "homo_energy_ev": -6.94, "lumo_ev": 0.58, "max_force_ev_per_a": 0.73, "homo_lumo_gap_ev": 7.52, "total_charge": 0}

Entry 2:
{"formula": "C2H5NS3", "method": "ωB97M-V/def2-TZVPD", "symbols": ["S", "C", "C", "S", "N", "S", "H", "H", "H", "H", "H"], "coordinates": [[-0.976045, 2.062052, -0.413894], [-0.322505, 0.650024, 0.121517], [1.148840, 0.570686, 0.508867], [2.255100, -0.421410, -0.595780], [-0.991147, -0.571183, 0.256718], [-2.616483, -0.833511, -0.307192], [1.242465, 0.296477, 1.544481], [1.569801, 1.538265, 0.293705], [1.734627, -1.611638, -0.388185], [-0.510287, -1.413749, 0.476859], [-2.534363, -0.266012, -1.497094]], "forces_ev_per_angstrom": [[0.044, -0.789, 0.191], [-0.283, -1.281, -0.087], [-0.074, -0.169, -1.123], [-0.345, 0.611, 0.268], [-0.784, 2.188, -0.951], [0.490, -0.198, 1.188], [0.257, -0.130, 0.422], [-0.006, 0.464, 0.512], [-0.239, -0.658, 0.133], [0.578, -0.322, 0.020], [0.361, 0.283, -0.571]], "mulliken_charge": [-0.28, 0.49, -0.82, -0.14, -0.29, -0.12, 0.36, 0.32, 0.08, 0.26, 0.14], "homo_energy_ev": -8.68, "lumo_ev": 0.18, "max_force_ev_per_a": 2.51, "smiles": "S=C(CS)NS", "homo_lumo_gap_ev": 8.85, "total_charge": 0}

Electronic energy (computed, eV): -19696.07605 -36150.05013
Energy above the lowest of the compared OMol25 structures with the same formula, charge and spin (computed, kJ/mol): 44.8 20.3